63
Properties=species:S:1:pos:R:3:forces:R:3:nbo_charge:R:1 method="wB97M-V/def2-TZVPD" e_tot_ha=-4369.8493 multiplicity=6 homo_ev="-12.318 / -12.979" total_charge=+2 relative_energy_kj_mol=0.00
P 3.080302 -0.207763 -2.805296 1.980 -1.334 -3.484 1.102
P 3.830061 -4.042294 -1.924370 1.237 -0.934 0.284 1.637
C 4.388339 -1.511262 -2.881584 0.749 -0.772 0.388 -0.743
C 4.154531 -2.961367 -3.318974 0.430 -0.499 -0.674 -0.753
H 4.825014 -1.522629 -1.869161 0.099 0.182 -0.378 0.239
H 5.186074 -1.144183 -3.552204 -0.490 0.232 0.294 0.272
H 3.374410 -3.039559 -4.098023 0.178 -0.217 0.463 0.277
H 5.067688 -3.420748 -3.754727 -0.288 0.539 -0.093 0.273
C 5.195616 -4.361890 -0.856386 1.905 0.058 -0.486 -1.007
H 4.929296 -4.819198 0.097123 -0.237 0.217 -0.128 0.281
H 5.823962 -3.486811 -0.730311 0.083 0.179 0.441 0.268
H 5.791990 -5.098148 -1.401306 0.340 0.192 0.333 0.263
C 3.630057 -5.762136 -2.482537 0.033 -0.648 -0.350 -0.958
H 4.644964 -6.195054 -2.501138 -0.363 0.325 -0.098 0.269
H 3.242263 -5.897234 -3.491381 -0.352 0.249 0.093 0.275
H 3.077417 -6.404752 -1.787622 -0.117 0.393 -0.059 0.282
C 4.392954 1.103847 -2.718179 -0.643 0.147 -0.539 -0.911
H 3.941523 2.064983 -2.462969 0.352 0.082 -0.266 0.266
H 4.962251 1.116521 -3.644052 0.058 0.355 -0.119 0.252
H 5.028894 0.786157 -1.894323 0.011 0.055 -0.012 0.252
C 2.057042 -0.467125 -4.350107 0.456 0.364 -0.106 -0.963
H 1.603270 -1.463974 -4.351636 0.315 -0.024 0.132 0.244
H 2.633527 -0.319126 -5.265130 0.051 -0.206 -0.023 0.255
H 1.214715 0.242327 -4.366231 0.716 -0.519 -0.038 0.278
Ir 1.880890 0.713797 -1.371134 -1.560 1.657 1.240 0.564
C 0.388919 -3.314580 1.684505 -0.326 0.971 -0.996 -0.089
C 1.679111 -3.111700 1.959429 1.063 -1.305 2.576 -0.092
C 2.938881 -2.695055 1.313920 -0.076 -0.175 -0.978 -0.440
C 2.771591 -2.007528 -0.044363 0.850 -0.481 -0.344 -0.504
C 2.642149 -3.195059 -1.042930 0.670 2.473 1.356 -0.309
C 1.600431 -4.047148 -1.389795 -3.597 -0.743 -2.457 -0.209
C 0.718348 -4.727641 -0.433167 -0.681 0.143 -0.279 -0.454
C -0.145586 -3.663552 0.350320 -0.561 -0.670 -0.257 -0.473
C 0.889603 1.799894 -2.883170 0.371 -0.342 -0.135 -0.851
H -0.346261 -3.027313 2.438203 0.217 -1.000 0.348 0.243
H 1.942822 -3.523149 2.953501 -0.386 1.172 0.256 0.234
H 3.554489 -3.594661 1.140131 0.129 0.322 0.610 0.228
H 3.482957 -1.987051 1.970155 -0.327 -0.575 -0.010 0.269
H 1.965016 -1.249254 0.076036 0.193 -1.012 -0.595 0.291
H 3.704126 -1.414361 -0.153002 -0.490 -0.564 -0.453 0.235
H 2.711373 1.336517 -0.149173 0.845 -0.350 0.551 -0.142
H 1.393530 -4.214906 -2.498176 -0.282 0.685 1.324 0.221
H 1.325354 -5.377583 0.202167 -0.340 0.054 0.574 0.227
H 0.008712 -5.351543 -0.984556 0.272 -0.071 0.096 0.245
H -0.341008 -2.730421 -0.226615 0.197 -0.540 -0.029 0.252
H -1.130243 -4.148645 0.499434 0.412 0.387 -0.056 0.249
H 0.051023 1.211066 -3.296676 0.154 0.447 0.356 0.212
H 1.585573 2.052931 -3.687563 -0.221 0.167 0.071 0.196
H 0.558153 2.705750 -2.388062 -0.255 0.045 0.042 0.228
Br -2.767748 -1.443669 0.337340 -0.080 0.142 0.625 0.267
C -2.405702 -0.161708 1.639635 0.837 0.589 0.230 -0.024
C -3.169012 0.125899 2.758809 -0.174 0.730 0.594 -0.238
C -2.973699 1.354178 3.449375 -0.421 -1.653 -0.867 -0.115
C -2.084451 2.307774 2.956308 0.643 0.753 -0.835 -0.097
C -1.271839 2.009883 1.856763 -0.037 0.002 0.933 -0.199
C -1.309097 0.714833 1.373111 0.704 0.700 -1.392 -0.051
C -0.039843 0.343196 0.645940 -0.624 0.051 0.301 0.778
O 0.605316 -0.548526 1.200000 -0.458 0.803 -0.665 -0.622
O 0.267860 1.097073 -0.375557 -2.097 -0.682 1.883 -0.703
H -3.920378 -0.579390 3.070691 -0.308 0.085 0.089 0.257
H -3.584070 1.579231 4.305553 -0.117 -0.033 0.182 0.253
H -1.999408 3.297583 3.402492 -0.153 -0.293 0.090 0.251
H -0.508538 2.693379 1.454422 -0.494 -0.309 0.444 0.261